Record 1
C33H85N7O13 | wB97M-V/def2-TZVPD

Computed properties:
HOMO-LUMO gap in Ha: 0.3027
Energy above the lowest of the compared OMol25 structures with the same formula, charge and spin in kcal per mole: 0.00
Maximum force in eV Å⁻¹: 2.5
SMILES: COCCNCCOC.COCCNCCOC.COCCNCCOC.COCCNCCOC.COCCNCCOC.NC(N)=O.OCCO
HOMO energy in eV: -8.02
LUMO level in eV: 0.21
Electronic energy in Ha: -2669.5171
Total charge: 0

Atoms and positions in Å:
C -3.683 1.542 -2.233
O -4.917 0.945 -2.530
C -4.898 -0.452 -2.747
C -6.206 -0.868 -3.367
N -6.306 -2.316 -3.463
C -7.590 -2.743 -4.009
C -7.644 -4.279 -3.996
O -9.018 -4.668 -3.934
C -9.110 -6.061 -3.669
H -3.066 0.944 -1.554
H -3.774 2.572 -1.905
H -3.002 1.568 -3.097
H -4.654 -1.027 -1.846
H -4.048 -0.656 -3.419
H -6.352 -0.339 -4.319
H -7.028 -0.507 -2.741
H -5.524 -2.683 -3.994
H -7.744 -2.394 -5.038
H -8.352 -2.327 -3.351
H -7.196 -4.599 -3.050
H -7.200 -4.699 -4.901
H -8.814 -6.254 -2.633
H -8.464 -6.602 -4.369
H -10.131 -6.399 -3.838
C -3.864 5.421 1.842
O -2.945 4.444 1.434
C -3.025 3.231 2.134
C -2.188 2.216 1.352
N -1.809 0.981 2.045
C -2.937 0.056 2.153
C -2.543 -1.182 2.989
O -3.565 -2.164 2.936
C -3.252 -3.233 3.818
H -4.921 5.156 1.749
H -3.638 6.325 1.276
H -3.652 5.696 2.887
H -4.073 2.899 2.156
H -2.675 3.308 3.171
H -1.234 2.763 1.308
H -2.505 2.046 0.328
H -1.618 1.230 3.016
H -3.271 -0.226 1.153
H -3.825 0.454 2.664
H -2.446 -0.839 4.026
H -1.580 -1.579 2.651
H -2.988 -2.906 4.828
H -2.333 -3.724 3.470
H -4.091 -3.921 3.800
C 2.413 2.129 0.689
O 3.323 2.856 1.479
C 3.497 2.270 2.750
C 4.686 2.961 3.451
N 5.916 2.321 3.029
C 7.096 3.139 3.333
C 8.341 2.305 3.154
O 8.602 2.032 1.798
C 9.792 1.333 1.587
H 1.498 1.835 1.217
H 2.864 1.248 0.229
H 2.014 2.746 -0.116
H 3.654 1.193 2.607
H 2.571 2.395 3.332
H 4.536 2.910 4.528
H 4.532 3.994 3.104
H 5.885 2.184 2.024
H 7.003 3.556 4.340
H 7.116 4.077 2.754
H 8.175 1.366 3.692
H 9.191 2.854 3.585
H 10.680 1.954 1.763
H 9.811 1.040 0.539
H 9.906 0.435 2.205
C -0.232 -2.235 -5.364
O 0.838 -1.327 -5.238
C 0.472 0.056 -5.308
C 1.688 0.889 -5.006
N 1.406 2.156 -4.324
C 0.624 3.109 -5.099
C 1.146 3.480 -6.470
O 0.789 2.480 -7.416
C 1.729 2.227 -8.420
H 0.164 -3.153 -4.931
H -0.509 -2.431 -6.406
H -1.142 -1.870 -4.875
H -0.340 0.214 -4.584
H 0.059 0.241 -6.306
H 2.266 1.155 -5.892
H 2.368 0.290 -4.396
H 0.897 1.958 -3.461
H 0.594 4.036 -4.515
H -0.439 2.828 -5.167
H 2.232 3.613 -6.464
H 0.661 4.419 -6.752
H 2.603 1.675 -8.060
H 2.022 3.154 -8.931
H 1.244 1.650 -9.211
C 1.224 -1.196 2.046
O 1.978 -1.055 3.228
C 2.940 -2.106 3.365
C 4.086 -1.572 4.186
N 3.655 -1.315 5.579
C 4.569 -0.339 6.180
C 4.075 -0.026 7.597
O 4.761 1.052 8.201
C 6.029 0.679 8.666
H 1.812 -1.193 1.124
H 0.558 -0.334 1.984
H 0.570 -2.078 2.039
H 3.280 -2.446 2.382
H 2.495 -2.985 3.848
H 4.483 -0.665 3.716
H 4.935 -2.265 4.205
H 2.717 -0.937 5.470
H 4.661 0.576 5.588
H 5.550 -0.820 6.177
H 4.160 -0.954 8.171
H 3.023 0.253 7.528
H 6.645 0.135 7.946
H 5.988 0.077 9.583
H 6.586 1.572 8.956
N -0.948 -0.393 -0.673
C 0.011 -0.238 -1.611
N 0.422 -1.407 -2.174
O 0.583 0.842 -1.833
H -1.155 0.356 -0.034
H -1.426 -1.261 -0.496
H 0.985 -1.325 -3.007
H -0.179 -2.188 -1.960
O -1.100 -3.770 -1.391
C -2.429 -3.517 -1.892
C -3.424 -3.486 -0.757
O -3.216 -2.319 0.064
H -1.173 -4.035 -0.469
H -2.353 -2.529 -2.355
H -2.687 -4.272 -2.636
H -3.417 -4.335 -0.064
H -4.459 -3.482 -1.120
H -3.354 -2.596 0.984

Atom charges from the Mulliken analysis, given in e for atoms 1 to 8: number 1, C, carries -0.363; number 2, O, carries -0.474; number 3, C, carries 0.426; number 4, C, carries -1.030; number 5, N, carries 0.025; number 6, C, carries -0.686; number 7, C, carries -0.363; number 8, O, carries -0.322

=====

Record 2
C32H31AsN2O5S4TcTe | wB97M-V/def2-TZVPD

Computed properties:
HOMO-LUMO gap in Ha: 0.1965
Maximum force in eV Å⁻¹: 2.0
HOMO energy in eV: -4.05
LUMO level in eV: 1.29
Electronic energy in Ha: -5901.2409
Total charge: -1

Atoms and positions in Å:
Tc -1.820 1.858 0.336
O -4.938 4.621 0.617
C -3.758 4.055 0.522
O -3.587 2.898 0.902
C -2.625 4.741 0.001
C -2.521 6.098 -0.296
C -1.318 6.598 -0.731
C -0.242 5.721 -0.855
C -0.419 4.393 -0.536
N -1.581 3.882 -0.118
C 0.689 3.400 -0.573
O 1.807 3.707 -0.952
O 0.314 2.241 -0.136
H -5.574 3.892 0.729
H -3.400 6.715 -0.167
H -1.197 7.647 -0.964
H 0.735 6.038 -1.192
S -5.354 2.220 -1.765
As -4.120 0.533 -1.480
S -1.924 1.027 -1.921
S -3.603 0.239 0.662
S -4.995 -1.128 -2.431
C -0.279 -5.948 -3.967
C -0.123 -4.675 -3.179
C -1.095 -4.244 -2.294
C -0.954 -3.067 -1.564
C -2.047 -2.651 -0.634
C 0.198 -2.297 -1.735
Te 0.573 -0.376 -0.815
N -0.726 0.078 0.681
C -0.362 0.088 1.978
O 0.470 -0.573 2.581
C -1.204 1.126 2.685
C -2.360 0.805 3.393
C -3.073 1.806 4.030
C -2.637 3.125 3.978
C -1.478 3.448 3.292
C -0.759 2.451 2.641
C 2.280 -1.184 0.251
C 2.274 -2.422 0.905
C 1.055 -3.293 1.031
C 3.444 -2.863 1.515
C 4.602 -2.105 1.516
C 5.839 -2.565 2.241
C 4.591 -0.889 0.849
C 3.455 -0.417 0.205
C 3.525 0.902 -0.508
C 1.190 -2.703 -2.647
C 2.448 -1.916 -2.926
C 1.015 -3.895 -3.338
H -1.232 -6.428 -3.753
H 0.523 -6.649 -3.727
H -0.230 -5.745 -5.038
H -2.001 -4.825 -2.166
H -2.682 -3.490 -0.355
H -2.686 -1.936 -1.151
H -1.669 -2.172 0.267
H -2.698 -0.222 3.430
H -3.981 1.560 4.567
H -3.199 3.901 4.483
H -1.128 4.473 3.257
H 0.174 2.676 2.139
H 0.146 -2.712 0.924
H 1.036 -3.758 2.017
H 1.059 -4.082 0.275
H 3.429 -3.818 2.030
H 5.690 -3.549 2.683
H 6.091 -1.864 3.039
H 6.691 -2.611 1.560
H 5.494 -0.286 0.830
H 4.530 1.321 -0.454
H 2.841 1.623 -0.071
H 3.260 0.812 -1.563
H 2.242 -0.847 -3.009
H 2.893 -2.240 -3.867
H 3.186 -2.056 -2.135
H 1.787 -4.216 -4.031

Atom charges from the Mulliken analysis, given in e for atoms 1 to 8: number 1, Tc, carries -0.117; number 2, O, carries -0.525; number 3, C, carries 0.354; number 4, O, carries -0.013; number 5, C, carries 0.150; number 6, C, carries -0.831; number 7, C, carries -0.448; number 8, C, carries -0.769

=====

Record 3
C2H5N2S | wB97M-V/def2-TZVPD

Computed properties:
HOMO-LUMO gap in Ha: 0.3557
Energy above the lowest of the compared OMol25 structures with the same formula, charge and spin in kcal per mole: 12.10
Maximum force in eV Å⁻¹: 3.7
SMILES: C1=[NH+]CSN1
HOMO energy in eV: -13.81
LUMO level in eV: -4.13
Electronic energy in Ha: -586.6079
Total charge: +1

Atoms and positions in Å:
C 0.496 0.997 0.027
N 0.859 -0.283 -0.071
C -0.134 -1.326 0.016
S -1.668 -0.296 -0.064
N -0.779 1.253 -0.017
H 1.070 1.908 0.053
H 1.753 -0.603 -0.373
H -0.223 -1.931 -0.893
H 0.041 -1.700 1.074
H -1.415 1.982 0.245

Atom charges from the natural (NBO) analysis, given in e for atoms 1 to 8: number 1, C, carries 0.375; number 2, N, carries -0.531; number 3, C, carries -0.356; number 4, S, carries 0.422; number 5, N, carries -0.616; number 6, H, carries 0.263; number 7, H, carries 0.448; number 8, H, carries 0.268

=====

Q: Number 1 is which compound?
A: C33H85N7O13

=====

Q: HOMO energy of number 3 (C2H5N2S)?
A: -13.81 eV

=====

Copy entry 3 word for word.
C2H5N2S | wB97M-V/def2-TZVPD

Computed properties:
HOMO-LUMO gap in Ha: 0.3557
Energy above the lowest of the compared OMol25 structures with the same formula, charge and spin in kcal per mole: 12.10
Maximum force in eV Å⁻¹: 3.7
SMILES: C1=[NH+]CSN1
HOMO energy in eV: -13.81
LUMO level in eV: -4.13
Electronic energy in Ha: -586.6079
Total charge: +1

Atoms and positions in Å:
C 0.496 0.997 0.027
N 0.859 -0.283 -0.071
C -0.134 -1.326 0.016
S -1.668 -0.296 -0.064
N -0.779 1.253 -0.017
H 1.070 1.908 0.053
H 1.753 -0.603 -0.373
H -0.223 -1.931 -0.893
H 0.041 -1.700 1.074
H -1.415 1.982 0.245

Atom charges from the natural (NBO) analysis, given in e for atoms 1 to 8: number 1, C, carries 0.375; number 2, N, carries -0.531; number 3, C, carries -0.356; number 4, S, carries 0.422; number 5, N, carries -0.616; number 6, H, carries 0.263; number 7, H, carries 0.448; number 8, H, carries 0.268